# 1
The following is a quantum chemistry calculation of C55H81As3N3O3S2Ti as an isolated structure in a non-equilibrium geometry, from OMol25.

Atoms and positions in Å:
Ti  0.4592  -0.7780  0.4021
C  -5.5992  1.0403  -3.3957
C  -4.8698  -0.3122  -3.3362
C  -5.9277  -1.4179  -3.1891
C  -4.1354  -0.5206  -4.6646
C  -3.9067  -0.3250  -2.1503
C  -2.5535  -0.0538  -2.2960
C  -1.7155  -0.0898  -1.1849
N  -0.4027  0.3438  -1.0912
C  0.3779  0.3455  -2.2628
C  0.3919  1.2645  -3.2853
C  1.2227  1.0601  -4.3876
C  1.9331  -0.1253  -4.4550
C  1.9303  -1.1065  -3.4523
C  1.2092  -0.7928  -2.2970
O  1.1845  -1.4484  -1.1287
C  2.6959  -2.4111  -3.7371
C  4.2035  -2.1092  -3.7770
C  2.4166  -3.5433  -2.7201
C  2.2680  -2.9440  -5.1170
C  1.2639  2.1131  -5.4920
C  -0.0842  2.1103  -6.2274
C  1.5181  3.4969  -4.8742
C  2.3784  1.8460  -6.5070
C  -2.2071  -0.5910  0.0434
O  -1.2098  -0.9031  0.9014
C  -3.5845  -0.6892  0.2584
C  -4.3981  -0.5428  -0.8627
C  -4.1741  -0.9711  1.6409
C  -4.0166  -2.4699  1.9344
C  -3.4396  -0.1270  2.6950
C  -5.6561  -0.5904  1.7159
H  -6.3853  1.0084  -4.1535
H  -4.9089  1.8434  -3.6578
H  -6.0599  1.2780  -2.4353
H  -6.4691  -1.5422  -4.1283
H  -6.6617  -1.1679  -2.4230
H  -5.4656  -2.3712  -2.9306
H  -4.8590  -0.5692  -5.4796
H  -3.5646  -1.4504  -4.6574
H  -3.4568  0.3059  -4.8786
H  -2.1234  0.2120  -3.2520
H  -0.2392  2.1399  -3.2140
H  2.5364  -0.3209  -5.3282
H  4.5363  -1.6574  -2.8418
H  4.4500  -1.4169  -4.5835
H  4.7642  -3.0319  -3.9400
H  3.2339  -3.6663  -2.0099
H  2.3023  -4.4981  -3.2337
H  1.5090  -3.3674  -2.1542
H  2.4952  -2.2450  -5.9207
H  1.1963  -3.1473  -5.1307
H  2.8036  -3.8715  -5.3244
H  -0.9077  2.3129  -5.5407
H  -0.2612  1.1367  -6.6870
H  -0.0958  2.8724  -7.0096
H  0.6941  3.8162  -4.2361
H  1.6394  4.2425  -5.6620
H  2.4288  3.4786  -4.2731
H  2.2130  0.9127  -7.0461
H  3.3494  1.7989  -6.0111
H  2.4071  2.6551  -7.2378
H  -5.4650  -0.6483  -0.7353
H  -2.9670  -2.7633  1.8927
H  -4.5634  -3.0589  1.1959
H  -4.4001  -2.7076  2.9289
H  -2.4052  -0.4347  2.7956
H  -3.9203  -0.2293  3.6690
H  -3.4518  0.9263  2.4021
H  -6.2803  -1.2283  1.0893
H  -5.7994  0.4503  1.4185
H  -6.0047  -0.7000  2.7436
C  3.5920  -1.5608  0.0980
C  2.7980  -2.4235  1.0450
N  1.5595  -2.7293  0.8605
N  0.9790  -3.6982  1.6221
C  0.2232  -3.6470  2.6487
S  -0.1575  -2.3763  3.7261
S  -0.6397  -5.1620  3.0704
C  0.2608  -5.6664  4.6013
C  1.3875  -6.5901  4.2608
C  1.1788  -7.9644  4.1913
C  2.2138  -8.8162  3.8429
C  3.4674  -8.3020  3.5470
C  3.6766  -6.9317  3.5937
C  2.6415  -6.0809  3.9488
C  3.3347  -2.4438  2.4090
C  4.4757  -3.0570  2.8890
C  4.8988  -2.8013  4.1846
C  4.1713  -1.9161  4.9723
C  3.0461  -1.2698  4.4897
C  2.5931  -1.5029  3.1818
O  1.5649  -0.8729  2.6488
H  3.5464  -1.9259  -0.9198
H  4.6266  -1.5291  0.4342
H  3.2073  -0.5348  0.0977
H  -0.4912  -6.1528  5.2195
H  0.6004  -4.7514  5.0830
H  0.1964  -8.3664  4.4105
H  2.0445  -9.8846  3.8044
H  4.2774  -8.9682  3.2797
H  4.6518  -6.5264  3.3592
H  2.8035  -5.0120  3.9863
H  5.0028  -3.7624  2.2579
H  5.7846  -3.2810  4.5778
H  4.4959  -1.7283  5.9880
H  2.4980  -0.5753  5.1147
C  -3.0134  3.5678  -1.4773
As  -2.2207  3.1428  0.2719
C  -3.6169  4.2203  1.1967
C  -0.8062  4.5103  0.0211
C  0.1435  4.7225  1.2047
C  0.9143  6.0258  0.9516
C  1.2008  3.6094  1.3362
As  1.0189  1.5951  1.5449
C  2.9827  1.5756  1.8112
C  0.3835  1.6100  3.3977
C  -0.7348  4.8481  2.4560
As  -0.1697  5.3123  4.3090
C  1.7902  5.0978  4.4080
C  -0.1506  7.2778  4.1232
H  -3.1546  4.6455  -1.5754
H  -3.9771  3.0743  -1.5591
H  -2.3835  3.2197  -2.2926
H  -3.6211  5.2615  0.8705
H  -3.5225  4.1869  2.2810
H  -4.5753  3.7709  0.9289
H  -1.2991  5.4569  -0.2215
H  -0.2301  4.2080  -0.8614
H  1.4304  5.9871  -0.0098
H  1.6580  6.2050  1.7290
H  0.2250  6.8718  0.9348
H  1.7878  3.8484  2.2240
H  1.8671  3.6837  0.4708
H  3.2841  2.3160  2.5524
H  3.4586  1.8306  0.8614
H  3.3385  0.6034  2.1336
H  1.1144  2.1230  4.0224
H  0.2803  0.5858  3.7356
H  -0.5856  2.0979  3.4825
H  -1.2618  3.8992  2.5660
H  -1.4987  5.6026  2.2421
H  2.0649  4.0454  4.4564
H  2.1061  5.5674  5.3399
H  2.3216  5.5751  3.5865
H  -1.0849  7.6180  3.6772
H  0.6817  7.6280  3.5134
H  -0.0715  7.7300  5.1117

Properties
Lowest unoccupied orbital energy (alpha / beta) (hartree): -0.010 / -0.051
Energy (eV): -296263.1921
Energy above the lowest of the compared OMol25 structures with the same formula, charge and spin (kcal/mol): 16.6
Multiplicity: 2


# 2
The following is a quantum chemistry calculation of a 15-piece molecular cluster, C55H88F3N20O5P2S overall in a non-equilibrium geometry, from OMol25.

Atoms and positions in Å:
C  2.0251  -4.8295  -2.2304
C  1.9339  -3.3011  -1.6379
C  0.4405  -2.9485  -0.9685
N  0.6220  -1.6393  -0.2443
C  -0.5818  -1.2400  0.5908
P  -0.1502  -1.8778  2.3870
S  1.3082  -3.1653  2.4119
N  -1.7156  -2.1354  0.1709
C  -2.9203  -1.4397  -0.3743
N  -3.9098  -2.2679  -0.9239
N  -3.6811  -3.6344  -0.9590
C  -4.5093  -4.2834  -1.8404
C  -5.0400  -5.7938  -1.3576
C  -4.9824  -3.7535  -3.3177
N  -3.2287  0.0370  -0.4015
C  -1.9135  0.7809  -0.7181
C  -2.3064  2.3560  -0.8108
C  -3.8083  2.7459  -0.2349
C  -4.0114  4.3614  -0.6193
O  -5.1599  4.8402  -1.1737
N  -2.9110  5.4111  -0.4263
C  -2.1218  5.6307  -1.7066
C  -0.5027  5.2773  -1.7372
C  0.4779  5.4162  -3.0437
C  -0.1585  5.9545  -4.4620
C  -1.7620  6.3561  -4.4490
C  -2.7538  6.2129  -3.1240
C  -1.3275  0.3074  -2.1733
O  -2.3373  0.3825  -3.2813
C  -1.6967  0.7740  -4.5461
F  -2.6396  0.3275  -5.6391
F  -0.4063  0.1044  -4.8304
F  -1.6440  2.2676  -4.6592
C  -0.9149  0.3805  0.5636
C  0.3949  1.3551  0.5221
C  1.6718  0.9165  1.4358
C  2.7851  2.1579  1.2983
C  3.4588  2.5711  2.7380
C  2.6743  3.8608  3.4525
O  1.5326  3.3954  4.2575
C  0.6157  4.5497  4.5350
P  -1.9370  0.9521  2.1218
O  -0.9023  1.5442  3.3826
O  -3.0415  -0.2806  2.6464
H  2.5899  -5.4837  -1.4112
H  0.9886  -5.2761  -2.5418
H  2.7837  -4.7842  -3.1511
H  2.6889  -3.2331  -0.7204
H  2.2746  -2.4740  -2.4034
H  0.2111  -3.8758  -0.2676
H  -0.2881  -2.8940  -1.9081
H  0.8617  -0.9391  -0.9767
H  -1.3508  -2.5071  2.9453
H  0.2042  -0.8138  3.2884
H  -1.9338  -2.8735  0.8753
H  -4.8027  -1.8384  -1.2976
H  -5.3535  -6.4106  -2.3016
H  -5.8425  -5.7449  -0.5073
H  -4.0736  -6.3368  -0.9151
H  -6.0751  -3.3097  -3.1920
H  -5.1180  -4.7267  -3.9952
H  -4.2215  -3.0074  -3.8023
H  -3.9070  0.1467  -1.2148
H  -1.5671  3.1172  -0.3284
H  -2.3419  2.6347  -1.9717
H  -4.6881  2.1949  -0.8152
H  -3.9060  2.6930  0.9292
H  -3.3332  6.3366  -0.1751
H  -0.0072  4.8536  -0.7434
H  1.6139  5.0910  -2.9232
H  0.5536  6.0163  -5.3896
H  -2.2239  6.7477  -5.4593
H  -3.8923  6.5023  -3.1089
H  -0.5000  1.1123  -2.4766
H  -0.9247  -0.7986  -2.2108
H  0.7645  1.4672  -0.6038
H  0.0404  2.4123  0.9501
H  1.4703  0.8132  2.5835
H  2.2428  -0.0449  1.0919
H  2.2240  3.0995  0.8258
H  3.5944  1.8235  0.5103
H  4.5526  2.9648  2.5138
H  3.5108  1.6554  3.4768
H  2.3234  4.6115  2.6207
H  3.4516  4.4120  4.1661
H  0.1264  4.4134  5.5902
H  -0.1834  4.5537  3.6624
H  1.1868  5.5824  4.5388
H  -0.9301  0.9158  4.1883
H  -3.4708  0.0374  3.5175
C  -3.0448  -9.9374  -0.5486
C  -2.6328  -8.5449  -0.7914
N  -2.3072  -7.4445  -0.9833
H  -3.3261  -10.4440  -1.4780
H  -2.2405  -10.5235  -0.0916
H  -3.9075  -9.9927  0.1236
C  -2.8072  9.1478  2.1991
C  -3.7941  8.3623  1.4394
N  -4.5739  7.7417  0.8392
H  -1.7939  8.7506  2.0776
H  -2.7858  10.1934  1.8743
H  -3.0285  9.1467  3.2717
C  0.1659  -12.0368  -2.4861
C  -1.3010  -12.0010  -2.6079
N  -2.4601  -11.9728  -2.7042
H  0.5985  -12.8698  -3.0502
H  0.6257  -11.1174  -2.8634
H  0.4825  -12.1529  -1.4442
C  6.1807  0.3032  1.8626
C  5.1938  -0.4822  1.1029
N  4.4140  -1.1028  0.5026
H  7.1940  -0.0940  1.7410
H  6.2022  1.3489  1.5378
H  5.9595  0.3022  2.9351
C  -4.7501  4.0153  4.1279
C  -4.5366  2.5851  4.4052
N  -4.3680  1.4550  4.6243
H  -5.7353  4.1992  3.6865
H  -4.6867  4.6181  5.0400
H  -4.0041  4.4075  3.4286
C  3.2631  -3.6055  6.4618
C  1.9908  -2.8927  6.2591
N  0.9854  -2.3295  6.0990
H  3.8473  -3.6612  5.5371
H  3.8897  -3.1098  7.2107
H  3.1011  -4.6329  6.8044
C  -5.8878  -4.0319  2.5249
C  -5.7401  -5.4860  2.3464
N  -5.6234  -6.6349  2.2053
H  -6.2063  -3.7795  3.5419
H  -4.9463  -3.5040  2.3405
H  -6.6327  -3.6138  1.8396
C  -4.4561  -4.0061  -7.6475
C  -5.5770  -4.7210  -7.0147
N  -6.4628  -5.2858  -6.5147
H  -4.1007  -3.1786  -7.0244
H  -3.6018  -4.6683  -7.8237
H  -4.7418  -3.5821  -8.6159
C  2.8076  1.4726  6.9435
C  4.1776  0.9469  7.0647
N  5.2602  0.5315  7.1605
H  2.5006  2.0135  7.8448
H  2.7137  2.1670  6.1019
H  2.0792  0.6705  6.7838
C  -6.5389  8.7814  -4.3274
C  -5.2228  8.8654  -4.9823
N  -4.1830  8.9317  -5.4998
H  -7.0352  9.7570  -4.2900
H  -7.2108  8.0969  -4.8557
H  -6.4555  8.4214  -3.2965
C  3.1395  -5.9191  -6.6118
C  3.2171  -6.4867  -5.2554
N  3.2784  -6.9352  -4.1836
H  2.3795  -6.4229  -7.2183
H  2.8831  -4.8546  -6.5908
H  4.0920  -6.0118  -7.1442
C  4.5800  7.0286  1.5153
C  3.5932  6.2432  0.7556
N  2.8134  5.6226  0.1554
H  5.5933  6.6314  1.3938
H  4.6015  8.0742  1.1905
H  4.3588  7.0276  2.5879
C  10.0855  -1.4952  0.7855
C  9.5320  -0.2237  1.2804
N  9.0947  0.7810  1.6715
H  9.2949  -2.2114  0.5380
H  10.6855  -1.3504  -0.1191
H  10.7323  -1.9718  1.5297
C  12.7568  2.3445  1.8394
C  12.9045  0.8905  1.6609
N  13.0212  -0.2585  1.5198
H  12.4383  2.5970  2.8564
H  13.6983  2.8725  1.6550
H  12.0119  2.7626  1.1541

Properties
Net charge: +1
Lowest unoccupied orbital energy (hartree): -0.110
Energy (eV): -136035.5740